A | Here is one molecule with the formula C8H14N2O6 from the Open Molecules 2025 dataset. Energies are from ωB97M-V/def2-TZVPD.

Cartesian coordinates (Å):
C: -2.5997 0.7899 1.3867
H: -2.8579 -0.3748 3.2659
O: -1.7230 1.7098 2.0747
H: -0.9458 1.1461 2.1553
C: 3.3296 1.2364 -1.1518
N: -2.7250 -0.8487 -0.6235
C: 1.9831 0.9683 -0.7765
H: 1.9936 0.4903 0.1791
H: -1.8789 1.1386 -0.6196
H: 1.6827 -0.4212 -2.4162
H: 1.2497 1.7703 -0.9160
C: -0.4647 -0.1899 0.0047
N: 0.0313 -0.4116 -1.1993
C: 2.2063 -1.6101 -0.8072
H: -3.0331 -1.5479 0.1434
H: 4.4614 2.5968 -1.5834
C: -1.9327 0.2369 0.0311
C: 1.5111 -0.3653 -1.3540
O: 0.2930 -0.2238 1.0150
H: -2.0755 -1.3010 1.9177
H: 3.1050 -2.1727 0.8583
H: -0.5064 -0.5482 -2.0117
O: 2.2052 -2.6679 -1.3440
H: -3.5873 1.3452 1.0833
O: 4.2182 0.4855 -0.8952
H: -3.7473 -1.0980 1.8034
O: 2.8590 -1.3592 0.3927
C: -2.8098 -0.5439 2.1513
H: -3.7400 -0.6331 -0.9620
O: 3.4977 2.4030 -1.8022

Properties
Orbital gap ... 10.17 eV
Charge ... 0
LUMO level ... 0.51 eV
SMILES string ... C[C@@H](O)[C@H](N)C(=O)N[C@@H](CC(=O)O)C(=O)O



B | Here is one molecule with the formula C8H14N2O6 from the Open Molecules 2025 dataset. Energies are from ωB97M-V/def2-TZVPD.

Cartesian coordinates (Å):
O: 2.4756 1.4388 -1.5965
O: 1.2167 -1.1586 1.8105
H: 3.2629 1.9353 -1.9601
H: -0.4310 -2.6800 -2.7579
N: 0.9191 0.1207 -0.0328
H: 0.2499 -3.0747 -1.1690
C: 1.8860 -0.7077 -0.9055
C: 1.2524 -1.3407 -2.2233
H: 0.7653 0.3541 -2.7978
H: -4.7849 1.5031 2.3088
H: -0.2842 0.5391 2.9349
H: -0.6873 -1.5931 -1.3652
C: 3.0129 0.2791 -1.3463
H: 0.4402 0.9259 -0.4246
O: -2.7791 1.8143 3.1810
H: 2.1079 -1.5865 -0.3509
N: -0.4426 1.9580 1.4335
O: 4.1922 0.0383 -1.5862
C: 0.0057 -2.2810 -1.8923
O: -4.1990 0.8740 1.7745
H: -2.3483 -0.0148 0.5228
H: -0.2550 2.5185 2.2574
O: 0.9713 -0.5019 -3.2900
C: -2.0516 0.0267 1.6513
H: -1.2741 2.2473 0.9953
C: -0.6011 0.5846 1.9206
C: 0.6268 -0.2460 1.2428
H: 2.0163 -2.0211 -2.6887
C: -2.9726 1.0146 2.2560
H: -2.2903 -0.9661 2.0982

Properties
Orbital gap ... 9.71 eV
Charge ... 0
LUMO level ... 0.32 eV
SMILES string ... C[C@@H](O)[C@H](NC(=O)[C@@H](N)CC(=O)O)C(=O)O



Winner for stability: B



A | Here is a 2-piece molecular cluster, C9H14 overall from the Open Molecules 2025 dataset. Energies are from ωB97M-V/def2-TZVPD.

Cartesian coordinates (Å):
H: -1.3201 0.8496 -2.9281
H: -3.0352 1.3928 -2.6147
C: -1.9101 1.2357 -2.1368
H: -0.1348 -0.5709 -1.6437
H: 0.2783 -2.0509 0.3815
C: -0.4299 -1.1927 0.3513
H: 2.1894 0.9493 -0.2716
H: -1.3908 -1.7890 2.3891
C: 3.0192 -0.8177 0.7888
H: -3.6375 1.2212 0.4311
H: 2.0150 -1.2780 0.8316
C: 3.2537 0.5105 0.1483
C: -2.6521 0.5751 0.2502
H: 3.4960 -1.4671 0.1665
H: 3.5143 1.2466 0.8681
C: -1.3602 -1.0506 1.5091
C: -1.9331 0.3656 -0.8874
H: 3.9087 0.4752 -0.6861
H: -2.6675 0.4751 2.4082
H: 3.4627 -0.8020 1.8192
C: -2.3139 -0.0284 1.4883
H: -1.5822 2.2257 -1.9066
C: -0.7700 -0.4753 -0.7566

Properties
Orbital gap (spin up / spin down) ... 9.38 / 5.74 eV
Charge ... +1
LUMO level (spin up / spin down) ... -4.60 / -8.24 eV
2S+1 ... 2



B | Here is a 2-piece molecular cluster, C9H14 overall from the Open Molecules 2025 dataset. Energies are from ωB97M-V/def2-TZVPD.

Cartesian coordinates (Å):
H: -3.0788 2.7514 1.5603
H: 0.6501 -2.5460 1.9183
C: 1.6073 0.5192 -0.4933
H: -0.1954 1.9275 1.3448
H: -1.1431 -2.1298 -1.2859
C: -2.0084 2.8712 1.7356
H: -0.7252 -0.2615 -2.8425
H: 1.0846 1.3036 -2.4574
C: 0.8584 0.5931 -1.6750
H: 2.3744 1.2618 -0.3147
H: -1.8828 2.7363 2.8103
H: 1.3136 -3.4335 0.6400
C: 1.4040 -0.4897 0.3915
C: -0.3860 -1.3941 -1.0482
H: -0.4557 -3.3450 0.7790
C: -0.1926 -0.3570 -1.9048
H: -1.2830 1.8509 -0.0868
C: 0.4420 -1.5311 0.0906
H: -1.5284 0.8051 1.3102
H: 1.9060 -0.5582 1.3478
C: 0.4634 -2.7782 0.8633
C: -1.1982 1.8004 0.9984
H: -1.7004 3.8856 1.4967

Properties
Orbital gap (spin up / spin down) ... 10.23 / 6.59 eV
Charge ... +1
LUMO level (spin up / spin down) ... -4.48 / -8.14 eV
2S+1 ... 2



Winner for stability: B



A | Here is a 2-piece molecular cluster, C9H14 overall from the Open Molecules 2025 dataset. Energies are from ωB97M-V/def2-TZVPD.

Cartesian coordinates (Å):
H: 2.8321 1.3204 -1.1857
C: 2.8451 0.0031 0.5991
H: 0.2543 1.6844 -2.5901
H: 2.6433 -1.5358 2.0578
H: -3.0463 -1.2239 1.3972
C: 0.1191 -0.3309 0.0244
H: -0.9567 -0.5643 -0.0791
C: 2.1091 -0.9654 1.3568
H: -4.3974 -0.4112 1.4261
H: -0.6088 2.3940 -0.9275
H: 3.8563 0.2163 0.7702
C: 0.3281 1.8764 -1.4821
H: -4.5638 -1.1875 -1.2111
C: 0.8144 0.6938 -0.6437
C: 2.2414 0.6910 -0.3935
H: -2.7467 -1.2136 -1.0303
C: -3.6632 -0.6217 -0.8511
C: 0.7501 -1.0870 1.0351
H: 1.0348 2.6793 -1.3057
H: -3.5419 0.1714 -1.3752
H: 0.1436 -1.7279 1.5458
C: -3.5419 -0.4194 0.6435
H: -2.9158 0.3584 0.7763

Properties
Orbital gap (spin up / spin down) ... 9.05 / 5.22 eV
Charge ... +1
LUMO level (spin up / spin down) ... -4.55 / -8.38 eV
2S+1 ... 2



B | Here is a 2-piece molecular cluster, C9H14 overall from the Open Molecules 2025 dataset. Energies are from ωB97M-V/def2-TZVPD.

Cartesian coordinates (Å):
H: 1.4483 2.4789 2.2242
H: -0.7009 0.9249 -2.1731
H: -2.4877 -2.9449 -0.6213
H: 2.3026 -0.3285 1.5590
H: -2.3516 -1.4247 1.4410
C: -2.0602 -1.1322 0.4263
H: -0.2432 2.2656 2.1163
C: -2.6125 -1.8799 -0.7817
H: -0.9739 -1.1610 0.5676
H: 0.9297 1.0453 2.9864
H: -2.2705 -1.5759 -1.7679
H: -0.6101 2.2737 -0.1607
H: 2.3622 -1.6951 -0.4192
C: 1.6841 -0.8518 -0.4285
C: 0.0754 0.7240 -1.4495
C: 1.6342 -0.1270 0.7383
H: 1.1822 -0.8013 -2.5544
C: 1.0084 -0.3742 -1.5763
H: -3.6760 -1.6290 -0.7705
C: 0.6802 1.6916 2.1518
C: 0.8475 1.0276 0.8214
H: -2.4044 -0.0939 0.4352
C: 0.0615 1.4361 -0.2949

Properties
Orbital gap (spin up / spin down) ... 10.20 / 6.54 eV
Charge ... +1
LUMO level (spin up / spin down) ... -4.39 / -8.11 eV
2S+1 ... 2



Winner for stability: B